Below is a 4-piece molecular cluster, C27H65Cl2FNO13P4 overall in a non-equilibrium geometry, with properties calculated with wB97M-V/def2-TZVPD.

```
113
Properties=species:S:1:pos:R:3
C 1.635 -1.272 0.190
C 1.425 -2.323 -0.944
C 1.329 -3.691 -0.281
C 1.254 -4.879 -1.258
C -0.161 -5.410 -1.502
C -1.161 -4.345 -1.952
C -2.619 -4.844 -1.863
C -3.380 -4.249 -0.662
C -4.431 -3.189 -0.998
P -3.851 -1.569 -1.803
F -3.876 -2.381 -3.328
N -3.761 -0.665 -0.266
C -2.823 -1.135 0.738
C -3.463 -1.844 1.942
C -4.646 -1.070 2.524
O -5.504 -1.089 -1.928
C -6.204 -1.290 -3.121
C -7.582 -0.592 -2.979
C -8.796 -1.541 -3.025
C -3.349 0.052 -2.786
Cl -4.404 1.461 -2.758
C -2.239 0.164 -3.517
C -1.228 -0.934 -3.706
Cl -1.823 1.635 -4.404
H 1.581 -1.779 1.151
H 0.852 -0.518 0.142
H 2.603 -0.782 0.093
H 2.226 -2.242 -1.677
H 0.497 -2.069 -1.452
H 2.266 -3.815 0.273
H 0.531 -3.731 0.462
H 1.780 -4.646 -2.186
H 1.826 -5.693 -0.801
H -0.497 -5.971 -0.628
H -0.092 -6.140 -2.316
H -1.039 -3.480 -1.306
H -0.918 -4.037 -2.970
H -2.536 -5.920 -1.674
H -3.151 -4.739 -2.805
H -3.915 -5.080 -0.187
H -2.644 -3.930 0.079
H -5.106 -3.644 -1.725
H -5.044 -2.912 -0.140
H -2.484 -1.960 -1.713
H -3.581 0.316 -0.415
H -1.995 -1.759 0.370
H -2.347 -0.251 1.178
H -3.726 -2.881 1.732
H -2.673 -1.883 2.702
H -5.458 -1.110 1.802
H -4.341 -0.035 2.670
H -4.930 -1.531 3.468
H -5.718 -0.822 -3.979
H -6.418 -2.344 -3.322
H -7.700 0.115 -3.803
H -7.587 0.018 -2.079
H -8.527 -2.545 -3.348
H -9.305 -1.574 -2.063
H -9.531 -1.177 -3.746
H -1.680 -1.841 -4.095
H -0.751 -1.130 -2.749
H -0.451 -0.616 -4.399
C 2.831 1.133 -3.015
O 3.882 0.170 -3.365
P 5.342 0.449 -2.622
O 4.714 0.581 -1.263
O 5.501 1.890 -3.420
C 5.601 1.925 -4.845
O 6.909 0.597 -2.069
C 7.228 1.788 -1.350
H 2.148 0.646 -2.323
H 3.220 2.043 -2.573
H 2.301 1.387 -3.932
H 4.805 2.559 -5.236
H 5.504 0.937 -5.295
H 6.565 2.352 -5.121
H 6.603 1.875 -0.462
H 7.122 2.671 -1.976
H 8.270 1.705 -1.050
C -5.645 -0.736 7.798
O -6.411 -0.010 6.830
P -5.654 1.279 6.146
O -4.388 0.620 5.739
O -5.602 2.098 7.577
C -6.798 2.348 8.314
O -5.529 2.642 5.252
C -4.402 3.480 5.515
H -5.308 -1.665 7.343
H -4.790 -0.171 8.157
H -6.309 -0.957 8.634
H -6.687 1.929 9.314
H -7.676 1.899 7.849
H -6.946 3.425 8.392
H -3.481 2.929 5.334
H -4.422 3.869 6.531
H -4.476 4.311 4.816
C 12.159 5.898 -1.108
O 11.506 4.672 -0.740
P 9.978 4.815 -0.301
O 9.239 5.599 -1.294
O 10.227 5.696 1.056
C 11.285 5.376 1.959
O 9.035 3.712 0.335
C 7.854 4.150 1.019
H 12.254 5.930 -2.190
H 11.615 6.772 -0.760
H 13.148 5.882 -0.654
H 11.922 6.254 2.074
H 11.896 4.546 1.608
H 10.856 5.120 2.928
H 7.198 4.699 0.346
H 8.109 4.760 1.883
H 7.340 3.256 1.360
```

Summary:
- net charge = -1
- HOMO-LUMO gap (Eh) = 0.13861
- strongest force on any atom (eV Å⁻¹) = 8.68
- LUMO level (eV) = -0.9
- HOMO level (eV) = -4.657